Entry 1:
ORCA calculation (wB97M-V/def2-TZVPD) on a molecular structure, C26H45CrI2O3Si2Te in a non-equilibrium geometry.

Structure (ORCA input):
```
! RIJCOSX wB97M-V def2-TZVPD def2/J DEFGRID3
* xyz 2 4
Cr 0.43160 0.31130 0.26800
C -1.85090 -0.69170 2.43540
O -0.81620 -1.07880 1.52310
C 0.06850 -2.05280 2.07940
C 1.29120 -1.33630 2.66400
O 1.87890 -0.48270 1.68240
C 3.04730 -0.98780 1.04590
C 2.73980 -2.11580 0.06240
O 1.57750 -1.74920 -0.67300
C 1.30660 -2.65460 -1.73580
H -2.53190 -1.53410 2.58710
H -2.39200 0.13180 1.97820
H -1.45340 -0.37170 3.40020
H 0.35140 -2.72130 1.26010
H -0.44440 -2.63970 2.84760
H 2.02650 -2.05460 3.03450
H 0.98590 -0.67980 3.48960
H 3.76950 -1.32460 1.79820
H 3.46740 -0.13450 0.50500
H 2.57330 -3.07010 0.58220
H 3.59660 -2.23680 -0.60990
H 2.15120 -2.69000 -2.43090
H 0.42010 -2.28770 -2.24960
H 1.11580 -3.66520 -1.35610
I 1.89300 1.88380 -1.47070
C 0.23130 1.81670 -2.84730
I -1.14200 0.30540 -1.96010
H 0.57270 1.51070 -3.83250
H -0.25780 2.78670 -2.89630
C -1.36840 4.57560 0.15610
Si -1.62360 2.99250 1.18260
C -3.05050 2.09160 0.25240
C -2.32190 3.35530 2.92430
C -0.01130 1.96900 1.51880
Si 1.46650 3.07840 2.13410
C 1.24170 3.32120 4.01680
C 3.18630 2.24720 1.94120
C 1.69440 4.75070 1.25410
H -2.31580 4.88470 -0.27580
H -0.65570 4.47160 -0.65590
H -1.02920 5.39530 0.77670
H -3.99030 2.43220 0.67620
H -3.06000 1.00440 0.29960
H -3.07740 2.36880 -0.79660
H -3.01180 4.19110 2.87270
H -1.54660 3.61900 3.63280
H -2.86830 2.50840 3.33180
H -0.24360 1.39030 2.41950
H 0.98300 2.40920 4.54840
H 0.47360 4.05680 4.22790
H 2.16390 3.69610 4.44970
H 3.26590 1.29780 2.45690
H 3.93600 2.90450 2.37250
H 3.46390 2.11330 0.89660
H 0.99570 5.49400 1.61770
H 1.59510 4.69750 0.17500
H 2.69080 5.12890 1.46600
Te -2.81050 -2.11560 -0.69520
C -2.30970 -3.42620 -2.32650
C -2.24680 -4.79590 -2.11830
C -1.99860 -5.63530 -3.19160
C -1.80400 -5.11060 -4.45840
C -1.86400 -3.74200 -4.65830
C -2.12890 -2.89740 -3.59400
C -4.89100 -2.17490 -1.28480
C -5.75740 -2.96890 -0.54780
C -7.07270 -3.10680 -0.96200
C -7.51230 -2.45630 -2.10300
C -6.64310 -1.65070 -2.82040
C -5.32630 -1.50550 -2.41610
H -2.40570 -5.20360 -1.12920
H -1.96490 -6.70110 -3.03140
H -1.61420 -5.76300 -5.29410
H -1.71550 -3.32580 -5.64300
H -2.20650 -1.83110 -3.75250
H -5.40960 -3.48510 0.33610
H -7.75140 -3.72200 -0.39020
H -8.53200 -2.57760 -2.43530
H -6.99430 -1.13500 -3.69940
H -4.64840 -0.87850 -2.97870
*
```

The energy relative to the best compared isomer or geometry (same formula, charge and spin) is 116.7 kJ/mol. The calculation puts the largest force on an atom at 1.6 eV Å⁻¹. The expectation value of S² is 4.086. The value obtained for the LUMO energy (spin up / spin down) is -7.08 / -6.43 eV. For the total energy, the calculation gives -101490.6899 eV. The value obtained for the frontier orbital gap (spin up / spin down) is 6.3759 / 7.0278 eV.

---

Entry 2:
ORCA calculation (wB97M-V/def2-TZVPD) on a molecular structure, C35H31GaO7PS in a non-equilibrium geometry.

Structure (ORCA input):
```
! RIJCOSX wB97M-V def2-TZVPD def2/J DEFGRID3
* xyz 1 1
Ga 0.39500 0.08320 0.51502
O 1.15962 0.68893 2.26687
S 2.48303 1.03378 1.63277
O 3.63450 0.53402 2.28631
O 2.31000 0.66494 0.19027
C 2.52940 2.79669 1.50143
C 3.67031 3.49726 1.84362
C 3.74272 4.85104 1.55316
C 2.67599 5.48035 0.92766
C 1.53554 4.76845 0.58391
C 1.45175 3.40700 0.86004
P -0.04414 2.49129 0.31740
C -0.30181 3.04077 -1.38874
C 0.26704 2.24377 -2.38213
C 0.16476 2.60942 -3.71326
C -0.51874 3.76682 -4.05686
C -1.08335 4.56389 -3.07114
C -0.97407 4.21086 -1.73529
C -1.36567 3.10468 1.38112
C -2.66914 3.17114 0.88918
C -3.69638 3.57531 1.72558
C -3.43138 3.88667 3.05191
C -2.13552 3.80844 3.54293
C -1.09745 3.42184 2.71118
H 4.48045 2.96110 2.32018
H 4.63503 5.40891 1.80006
H 2.73671 6.53382 0.69022
H 0.72040 5.26912 0.07990
H 0.79486 1.33902 -2.09732
H 0.61595 1.99417 -4.47980
H -0.61390 4.04435 -5.09781
H -1.61044 5.46695 -3.34834
H -1.42238 4.83954 -0.97613
H -2.86577 2.90910 -0.14288
H -4.70649 3.63662 1.34328
H -4.24024 4.17605 3.70909
H -1.93647 4.04095 4.58024
H -0.08476 3.36512 3.09073
C -1.94301 -6.42442 -1.35647
C -2.17586 -5.01439 -0.92512
C -2.84503 -4.72491 0.26107
C -3.01616 -3.43205 0.70992
C -3.72099 -3.20828 2.01974
C -2.46188 -2.36748 -0.05603
C -2.38207 -1.09945 0.55807
O -1.59550 -0.15319 0.28407
C -1.89927 -2.64685 -1.33913
C -1.55931 -1.54428 -2.30358
C -1.75798 -3.95391 -1.73398
H -2.26287 -7.13506 -0.59815
H -0.88280 -6.57920 -1.56368
H -2.48618 -6.63190 -2.28038
H -3.22046 -5.54387 0.86197
H -4.10711 -4.15193 2.39667
H -4.56182 -2.52105 1.91580
H -3.03496 -2.80770 2.76703
H -3.07788 -0.90784 1.38149
H -2.33074 -0.77471 -2.31123
H -1.44998 -1.94519 -3.30894
H -0.62071 -1.06550 -2.02367
H -1.29751 -4.17290 -2.69079
O 2.80944 -5.16685 1.00572
C 3.31525 -4.18165 0.25831
C 4.65005 -4.28268 -0.13883
C 5.21995 -3.30573 -0.92527
C 4.46055 -2.22439 -1.37260
C 3.15071 -2.10501 -0.97015
C 2.56710 -3.04939 -0.11848
C 1.22632 -2.87262 0.45505
O 0.62461 -3.78021 1.00391
O 0.64883 -1.67472 0.38377
H 1.87835 -4.95202 1.20877
H 5.21931 -5.13933 0.19552
H 6.25834 -3.39178 -1.21648
H 4.90039 -1.47653 -2.01796
H 2.55591 -1.27644 -1.32035
*
```

The energy relative to the best compared isomer or geometry (same formula, charge and spin) is 118.0 kJ/mol. The calculation puts the largest force on an atom at 1.3 eV Å⁻¹. The value obtained for the LUMO energy is -3.66 eV. For the total energy, the calculation gives -123627.6297 eV. The value obtained for the frontier orbital gap is 6.7265 eV.

---

Entry 3:
ORCA calculation (wB97M-V/def2-TZVPD) on a molecular structure, C4H3O2S in a non-equilibrium geometry.

Structure (ORCA input):
```
! RIJCOSX wB97M-V def2-TZVPD def2/J DEFGRID3
* xyz -1 1
C -1.09401 -0.31938 -0.12983
C 1.54613 -0.86097 0.09191
C -0.69599 0.97433 0.40685
C 0.08631 0.20050 -0.70137
O 1.84972 -1.64986 -0.74175
O 1.74760 -0.48386 1.20056
S -2.23181 -1.51325 0.05756
H -1.33348 1.90824 0.21197
H -0.04346 1.16340 1.28144
H 0.16899 0.58085 -1.67734
*
```

The energy relative to the best compared isomer or geometry (same formula, charge and spin) is 86.5 kJ/mol. The calculation puts the largest force on an atom at 2.3 eV Å⁻¹. The value obtained for the LUMO energy is 3.69 eV. For the total energy, the calculation gives -19126.2760 eV. The value obtained for the frontier orbital gap is 7.5818 eV.

---

Entry 4:
ORCA calculation (wB97M-V/def2-TZVPD) on a molecular structure, C11H12BeN2O3S2 in a non-equilibrium geometry.

Structure (ORCA input):
```
! RIJCOSX wB97M-V def2-TZVPD def2/J DEFGRID3
* xyz 2 1
C -1.68371 2.67152 0.10442
C -1.98226 1.98717 -1.34515
C -2.90850 0.69382 -1.25092
O -4.11885 0.80054 -0.90253
O -2.45616 -0.65553 -1.54792
C -2.40480 -1.30536 -0.22318
C -1.13519 -2.29130 -0.21444
C 0.19718 -1.44716 0.07362
C 0.24860 -0.53392 1.37550
C 1.49569 0.32549 1.67196
N 1.54519 1.19890 2.84481
S 3.08702 1.90590 2.64074
N 3.71463 1.20288 1.16768
C 2.72812 0.30176 0.67451
C 2.68443 -0.61663 -0.61493
O 3.77767 -0.62693 -1.49817
C 1.41823 -1.48962 -0.92877
S 1.43243 -2.48643 -2.48500
H -2.54658 3.33876 0.45819
H -0.77880 3.37186 -0.03928
H -1.42801 1.90608 0.91598
H -0.97941 1.82146 -1.87417
H -2.56114 2.78924 -1.94067
H -2.32781 -0.44109 0.54054
H -3.39641 -1.84896 0.01769
H -1.23443 -3.16736 0.53333
H -1.09791 -2.78108 -1.25967
H -0.67095 -0.56087 2.04990
H 4.59235 -0.94486 -1.03986
H 1.98590 -3.72692 -2.11147
Be 4.80348 0.60865 4.20727
*
```

The calculation puts the largest force on an atom at 5.6 eV Å⁻¹. The value obtained for the LUMO energy is -11.90 eV. For the total energy, the calculation gives -42766.8968 eV. The value obtained for the frontier orbital gap is 3.2295 eV.

---

Entry 5:
ORCA calculation (wB97M-V/def2-TZVPD) on a molecular structure, C33H37ClF4N6O3RuS2 in a non-equilibrium geometry.

Structure (ORCA input):
```
! RIJCOSX wB97M-V def2-TZVPD def2/J DEFGRID3
* xyz 1 2
Ru -0.88601 1.52902 -1.81924
C -2.36280 -0.41354 -0.13237
N -2.55980 0.37286 -1.36855
C -3.73831 1.25512 -1.22309
C -2.64514 -0.51466 -2.53635
C -2.63566 0.30494 -3.79731
N -1.56133 1.29559 -3.63716
C -1.15487 2.03682 -4.74463
C -0.15820 2.98788 -4.55385
F 0.28760 3.14195 -3.27826
C 0.37332 3.75845 -5.56480
F 1.32779 4.63962 -5.27736
C -0.08591 3.60952 -6.85690
C -1.09139 2.69216 -7.07982
F -1.57451 2.52503 -8.30865
C -1.62703 1.92215 -6.05849
F -2.60342 1.05491 -6.37468
H -3.25189 -1.01289 0.08331
H -2.16996 0.26578 0.69351
H -1.50958 -1.07044 -0.25465
H -4.64636 0.65112 -1.15928
H -3.81156 1.93533 -2.06975
H -3.62284 1.84510 -0.31915
H -3.52064 -1.17091 -2.48646
H -1.75256 -1.13748 -2.52200
H -3.58987 0.80010 -4.00018
H -2.45482 -0.37175 -4.63290
H 0.32561 4.19272 -7.66744
O 2.82161 3.85505 2.70529
S 1.73234 4.70952 2.35337
O 1.92479 6.10969 2.16999
N 1.01189 4.07041 0.96299
C -0.14200 3.61074 1.24337
S -1.14683 2.78748 0.05319
C -0.63405 3.77346 2.63655
C -1.84176 3.41085 3.20547
C -2.03248 3.67212 4.55701
C -1.04085 4.28932 5.31243
C 0.16743 4.66992 4.73503
C 0.34156 4.39377 3.39750
H -2.61255 2.94138 2.60936
H -2.96208 3.38764 5.02996
H -1.20968 4.47514 6.36421
H 0.93323 5.17112 5.31013
C 0.44780 -4.58001 -1.01137
C 0.94169 -4.02164 0.33331
C 0.86950 -5.18606 1.33447
C -0.03307 -2.95413 0.83369
C 2.42202 -3.53115 0.18738
O 3.19926 -4.66620 -0.23357
C 3.12171 -3.00841 1.46373
C 2.96405 -1.56762 1.99620
C 1.75749 -1.26103 2.84547
C 0.89388 -0.22919 2.49251
C -0.22495 0.06997 3.25389
C -0.48265 -0.67332 4.39193
Cl -1.88925 -0.32084 5.34836
C 0.37591 -1.69070 4.78670
C 1.49302 -1.97052 4.01407
C 2.70825 -2.64268 -1.04786
N 2.03735 -1.35218 -1.19797
C 0.84896 -1.07313 -1.71060
N 0.67245 0.24891 -1.71656
C 1.83139 0.73085 -1.16175
N 2.67288 -0.20943 -0.85427
H -0.48346 -5.12477 -0.85505
H 1.17264 -5.27040 -1.43957
H 0.24498 -3.80374 -1.75084
H -0.17798 -5.43052 1.51419
H 1.30498 -4.93607 2.30126
H 1.34591 -6.08826 0.95006
H -1.05267 -3.27825 0.61137
H 0.12097 -1.97541 0.38769
H 0.03614 -2.82464 1.91132
H 3.27835 -5.27849 0.50599
H 4.18458 -3.13904 1.24900
H 2.88865 -3.70693 2.26995
H 3.02549 -0.84023 1.19071
H 3.84913 -1.40532 2.61713
H 1.09452 0.35638 1.60048
H -0.88942 0.87812 2.97353
H 0.17142 -2.24888 5.68936
H 2.16943 -2.75386 4.33447
H 2.49408 -3.23516 -1.93534
H 3.77544 -2.43079 -1.05468
H 0.17417 -1.80728 -2.10768
H 2.03453 1.77998 -1.01045
*
```

The energy relative to the best compared isomer or geometry (same formula, charge and spin) is 199.8 kJ/mol. The calculation puts the largest force on an atom at 2.2 eV Å⁻¹. The expectation value of S² is 0.770. The value obtained for the LUMO energy (spin up / spin down) is -4.21 / -4.64 eV. For the total energy, the calculation gives -97541.6808 eV. The value obtained for the frontier orbital gap (spin up / spin down) is 6.9048 / 6.5558 eV.